[1]
{
  "formula": "C32H25BrN4O3SSr",
  "method": "ωB97M-V/def2-TZVPD",
  "symbols": ["Sr", "Br", "S", "O", "O", "O", "N", "N", "N", "N", "C", "C", "C", "C", "C", "C", "C", "C", "C", "C", "C", "C", "C", "C", "C", "C", "C", "C", "C", "C", "C", "C", "C", "C", "C", "C", "C", "C", "C", "C", "C", "C", "H", "H", "H", "H", "H", "H", "H", "H", "H", "H", "H", "H", "H", "H", "H", "H", "H", "H", "H", "H", "H", "H", "H", "H", "H"],
  "coordinates": [[-1.164409, -0.824998, 0.083050], [-1.221487, -2.844200, -2.032165], [-4.181732, -0.316370, 0.340051], [-2.172986, -1.998811, 3.876579], [-1.932716, 1.210308, -1.864376], [-1.911128, -2.181533, 1.661991], [1.120585, 0.071308, 2.137167], [1.422004, -0.281294, -1.677512], [1.253280, -0.272178, 0.939185], [-0.855509, 1.234112, 1.357044], [-4.786563, -2.993320, 3.420458], [1.361068, -1.790518, -5.080401], [0.913707, -0.714280, -5.839882], [2.459982, -0.698514, 0.436111], [-2.012960, 1.841041, 1.625143], [0.643371, 0.485891, -5.192857], [-1.792259, 3.293853, -3.641180], [-6.156876, -3.184590, 3.375296], [0.834612, 0.608154, -3.826387], [3.740570, -1.170032, -1.568902], [-0.627453, 0.740973, 3.688341], [-1.830678, 1.374244, 3.946597], [-6.881329, -2.497215, 2.406963], [3.574654, -0.998128, 1.227269], [4.749462, -1.397460, 0.648868], [1.556947, -1.668318, -3.716041], [-3.788093, 2.449407, -4.683914], [-2.656292, 1.098818, -2.833631], [-6.230690, -1.657382, 1.525283], [-3.840654, 3.577620, -5.495823], [-4.115736, -2.164420, 2.520475], [-2.861403, 4.552120, -5.387579], [1.316103, -0.456279, -3.055328], [-0.182968, 0.668231, 2.383588], [2.468459, -0.735198, -1.011021], [-4.837617, -1.458966, 1.531159], [4.800214, -1.469039, -0.769348], [-2.605944, -2.100388, 2.724014], [-2.765091, 2.305263, -3.755980], [-1.835785, 4.410624, -4.459602], [-2.535887, 1.943607, 2.907227], [-3.390404, -0.158432, -3.138002], [3.462833, -0.917763, 2.301950], [0.597659, 1.528892, -3.308532], [-4.644255, 3.685807, -6.213842], [-4.553100, 1.690392, -4.762715], [0.747223, -0.816351, -6.905353], [1.838726, -2.532702, -3.129666], [3.850514, -1.208194, -2.642800], [-2.896061, 5.425220, -6.028707], [-1.070081, 5.171826, -4.375093], [5.730381, -1.771646, -1.243003], [-3.495901, 2.416941, 3.056918], [-2.216900, 1.390694, 4.957884], [-7.958934, -2.610173, 2.339311], [-1.011000, 3.160518, -2.905603], [-0.055491, 0.255685, 4.465206], [1.537471, -2.750736, -5.552748], [-6.798299, -1.115829, 0.776642], [0.262028, 1.334601, -5.751992], [-4.182278, -3.481400, 4.175510], [5.613275, -1.650404, 1.249721], [-3.909926, -0.142861, -4.091825], [-2.671642, -0.986117, -3.114076], [-2.517803, 2.283518, 0.775852], [-6.648798, -3.850200, 4.075856], [-4.088009, -0.363331, -2.318425]],
  "atomic_forces_ev_per_a": [[-0.1174, -0.2900, -2.5107], [0.0222, -0.4187, -0.3187], [-0.0453, -0.1955, 0.4174], [0.0243, -0.0650, 0.1158], [0.0333, -0.2227, 0.2779], [-0.0662, -0.5201, 1.0867], [-0.5057, 0.4643, 0.4096], [0.1763, -0.3522, -0.1768], [-0.0645, 0.1183, 0.0886], [0.2985, 0.5524, 1.0360], [-0.0085, 0.0589, -0.0295], [0.0526, 0.0208, -0.0375], [-0.0118, 0.0122, 0.0715], [-0.6782, 0.2170, -0.0212], [0.2828, 0.1062, 0.1366], [-0.0532, 0.0370, -0.0262], [-0.0439, 0.0887, -0.0973], [0.0001, -0.0005, -0.0298], [0.0174, 0.0531, 0.0298], [-0.3475, 0.1288, 0.0730], [0.0321, -0.1646, 0.1715], [0.0893, -0.1102, 0.1577], [-0.0140, -0.0317, 0.0516], [0.1228, -0.0342, 0.0171], [-0.0647, 0.0273, -0.0774], [0.0193, -0.0802, -0.0114], [0.0292, 0.1382, -0.0459], [0.0782, 0.3535, -0.2320], [-0.0578, 0.1106, -0.1736], [-0.0100, -0.1290, 0.0719], [0.0545, 0.0353, 0.1267], [0.0084, 0.0683, -0.0435], [0.0896, 0.0772, 0.2395], [0.7082, 0.2545, -0.2954], [0.2226, 0.0484, -0.1234], [0.1343, 0.0802, -0.1099], [0.1761, -0.0585, 0.0820], [-0.2796, 0.1428, -0.2325], [0.0071, -0.3732, 0.2130], [-0.0031, -0.0388, 0.0293], [-0.1067, 0.0779, -0.1917], [-0.0416, -0.0556, 0.0028], [0.0067, -0.0129, -0.0097], [0.0127, 0.0299, -0.0116], [0.0021, 0.0243, -0.0025], [-0.0188, -0.0074, -0.0297], [0.0050, -0.0134, -0.0141], [0.0031, 0.0053, -0.0030], [-0.0086, -0.0380, -0.0367], [0.0065, 0.0032, 0.0064], [0.0007, 0.0031, -0.0106], [0.0058, 0.0121, 0.0138], [0.0009, 0.0052, 0.0127], [-0.0334, 0.0139, -0.0154], [-0.0053, -0.0136, 0.0022], [-0.0029, 0.0034, 0.0244], [-0.0126, -0.0160, 0.0019], [-0.0220, -0.0006, -0.0068], [-0.0125, -0.0132, 0.0199], [0.0017, -0.0072, -0.0147], [-0.0204, -0.0113, 0.0198], [0.0168, -0.0235, -0.0235], [-0.0001, -0.0095, -0.0335], [-0.0041, 0.0184, -0.0187], [-0.0827, -0.1088, -0.0117], [-0.0004, 0.0054, 0.0074], [0.0017, 0.0202, 0.0123]],
  "lowdin_charge": [1.078, -0.216, 0.500, -0.010, 0.001, -0.311, 0.077, 0.074, -0.056, -0.035, -0.063, -0.113, -0.136, -0.221, -0.194, -0.119, -0.024, -0.135, -0.045, -0.036, -0.031, -0.067, -0.141, -0.060, -0.140, -0.109, -0.032, -0.376, -0.169, -0.095, -0.150, -0.109, -0.329, -0.344, -0.244, -0.615, -0.127, -0.652, -0.130, -0.083, -0.072, -0.045, 0.096, 0.089, 0.093, 0.103, 0.078, 0.097, 0.091, 0.091, 0.097, 0.086, 0.101, 0.106, 0.080, 0.111, 0.111, 0.091, 0.072, 0.087, 0.103, 0.074, 0.064, -0.016, 0.093, 0.076, 0.030],
  "e_above_lowest_kcal_mol": 8.33,
  "max_force_ha_per_bohr": 0.0492,
  "lumo_ev": 4.1,
  "orbital_gap_ha": 0.207,
  "e_homo_ev": -1.528,
  "multiplicity": 1,
  "e_tot_ha": -4682.29728,
  "total_charge": -2
}

***

[2]
{
  "formula": "C5H6O2",
  "method": "ωB97M-V/def2-TZVPD",
  "symbols": ["O", "O", "C", "C", "C", "C", "C", "H", "H", "H", "H", "H", "H"],
  "coordinates": [[0.842975, -0.891962, -1.172611], [0.992316, 1.480105, 1.403579], [0.692875, 0.747155, 0.499183], [1.665004, -0.108073, -0.314297], [-0.704331, 0.497199, -0.070345], [-0.468484, -0.706645, -0.823481], [-1.476029, -0.340370, 0.894849], [-1.284772, -0.164232, 1.974792], [-2.515893, -0.620262, 0.715259], [-1.011426, 1.335550, -0.718713], [2.349215, 0.528776, -0.891460], [-1.129965, -1.128316, -1.576477], [2.247122, -0.793576, 0.306271]],
  "atomic_forces_ev_per_a": [[-0.2078, -0.5059, 0.5547], [-0.1414, -0.3179, -0.3704], [0.2882, 0.5337, 0.0903], [0.0485, -0.0518, 0.1477], [0.0067, 1.1018, -0.8045], [-0.3715, -0.4275, 0.6306], [0.3684, -0.3925, -0.5781], [0.4341, -0.6393, -0.8667], [0.3840, 0.2030, -0.4137], [-0.4637, 0.4728, 0.8567], [-0.2112, -0.2078, 0.0344], [-0.1203, -0.0069, 0.5536], [-0.0138, 0.2384, 0.1654]],
  "lowdin_charge": [-0.049, 0.123, -0.337, -0.069, -0.332, -0.111, 0.058, 0.078, 0.056, 0.155, 0.144, 0.142, 0.142],
  "e_above_lowest_kcal_mol": 86.23,
  "max_force_ha_per_bohr": 0.0265,
  "lumo_ev": 0.7,
  "orbital_gap_ha": 0.325,
  "e_homo_ev": -8.125,
  "multiplicity": 1,
  "e_tot_ha": -344.46449
}

***

[3]
{
  "formula": "C24H16F13NO3OsSSe",
  "method": "ωB97M-V/def2-TZVPD",
  "symbols": ["Os", "Se", "S", "F", "F", "F", "F", "F", "F", "F", "F", "F", "F", "F", "F", "F", "O", "O", "O", "N", "C", "C", "C", "C", "C", "C", "C", "C", "C", "C", "C", "C", "C", "C", "C", "C", "C", "C", "C", "C", "C", "C", "C", "C", "H", "H", "H", "H", "H", "H", "H", "H", "H", "H", "H", "H", "H", "H", "H", "H"],
  "coordinates": [[0.573848, -0.389814, 0.597009], [1.806355, -0.492591, -1.476516], [-2.091283, 1.922491, -0.833476], [-5.379913, -3.770277, 0.129147], [0.735385, -2.804914, 2.223651], [3.987568, -2.650826, -1.140075], [-4.014924, -2.702764, 2.241128], [-4.375709, -3.451158, -2.387040], [3.497378, 2.023082, -0.708858], [7.446584, -0.072844, 0.664801], [1.329513, -3.184297, 0.184191], [2.657430, -2.122507, 1.527074], [5.946139, 2.172542, 0.374632], [-2.059149, -2.154134, -2.776913], [6.471032, -2.473034, -0.140880], [-1.700013, -1.444571, 1.872987], [-1.848919, 0.925381, 0.268675], [-0.631544, -1.138714, -0.760765], [0.669963, -0.138138, 2.763126], [0.248309, 1.209388, 4.492477], [0.920468, 1.678181, 0.931739], [-2.510355, -2.310797, -1.525172], [5.458424, 0.987017, -0.006930], [-3.705763, -2.975690, -1.334579], [1.346554, -2.257964, 1.146923], [-6.820831, 5.343058, 0.811092], [5.720421, -1.376455, -0.261200], [4.438909, -1.453414, -0.776726], [-3.521667, -2.605479, 1.004191], [-5.643161, 4.489912, 0.422296], [6.223310, -0.154394, 0.143361], [-2.987269, 1.034818, -2.105921], [-4.599481, 5.031984, -0.322962], [-2.320559, -1.954602, 0.796178], [0.372740, 0.998125, 3.187316], [0.174810, 2.087415, 2.203045], [4.189360, 0.888333, -0.545522], [-3.456233, 2.929720, -0.287672], [-1.760670, -1.780530, -0.471952], [-5.559701, 3.157430, 0.823313], [-4.222828, -3.133142, -0.063147], [3.629888, -0.331139, -0.901562], [-3.505327, 4.258350, -0.681011], [-4.470647, 2.374987, 0.477239], [-4.646289, 6.070099, -0.629680], [0.336614, 0.428909, 5.123500], [0.645162, 2.303694, 0.086055], [0.031781, 2.118840, 4.857828], [-6.554790, 5.991328, 1.648489], [-2.696417, 4.678792, -1.267139], [-0.898108, 2.140331, 1.999101], [0.490947, 3.053043, 2.609121], [-2.289237, 0.345886, -2.579749], [-4.401228, 1.340216, 0.792131], [-6.360703, 2.725492, 1.411137], [1.993995, 1.762530, 1.110502], [-3.354596, 1.764256, -2.827320], [-7.128572, 5.983659, -0.014971], [-7.669729, 4.732034, 1.113275], [-3.813669, 0.495165, -1.644195]],
  "atomic_forces_ev_per_a": [[-2.3960, -0.5365, -0.8128], [0.6102, 0.2817, -0.4137], [-0.0766, -0.1307, 0.2534], [0.0128, 0.0203, -0.0072], [-0.2155, -0.1174, -0.1688], [0.0681, -0.0315, 0.0423], [0.0242, -0.0359, -0.0055], [0.0290, -0.0147, 0.0198], [0.0461, 0.0352, 0.0672], [-0.0004, -0.0018, -0.0213], [-0.3412, 0.0165, -0.0295], [-0.0585, -0.1054, 0.0162], [0.0337, -0.0102, -0.0360], [-0.0532, -0.0188, 0.0252], [0.0032, 0.0131, 0.0236], [-0.0756, 0.0087, 0.0229], [-0.0646, 0.4587, 0.0065], [0.4309, -0.4209, 0.1584], [0.2700, -0.2529, 0.0965], [-0.0533, -0.0869, 0.0617], [0.4981, -0.6117, 0.7509], [0.2474, 0.0175, -0.1896], [-0.0405, 0.0906, 0.0212], [-0.0605, -0.0051, -0.1135], [1.3891, 0.8567, 0.7053], [0.0989, -0.0253, 0.0089], [0.0074, -0.0965, -0.0282], [-0.1086, 0.0609, -0.0100], [0.0013, -0.0187, -0.0212], [-0.0268, 0.0513, 0.0261], [0.0724, 0.0133, 0.0083], [0.0996, -0.0330, -0.0987], [0.0042, -0.0369, -0.0269], [0.1641, 0.1771, 0.0767], [0.1556, 0.0294, 0.0044], [-0.0569, 0.2752, -0.2287], [-0.0686, -0.1001, -0.0322], [-0.0336, 0.1155, -0.0981], [-0.5037, 0.1228, 0.1668], [0.0369, -0.0021, 0.0141], [-0.0160, 0.0224, 0.0608], [-0.0277, 0.1221, 0.0015], [-0.0128, -0.0159, 0.0193], [-0.0033, -0.0393, -0.0038], [0.0014, -0.0062, -0.0078], [0.0371, 0.0094, 0.0030], [0.0490, -0.2396, -0.2090], [-0.0381, 0.0010, -0.0257], [-0.0413, 0.0039, 0.0077], [-0.0124, 0.0235, 0.0059], [-0.0148, -0.0055, 0.0643], [0.0112, -0.0032, -0.0024], [-0.0014, 0.0081, -0.0046], [0.0074, 0.0090, 0.0094], [-0.0052, 0.0109, -0.0030], [0.0175, 0.1650, -0.1534], [-0.0020, -0.0340, -0.0241], [-0.0176, -0.0045, 0.0044], [-0.0056, 0.0109, 0.0002], [0.0056, 0.0105, 0.0226]],
  "lowdin_charge": [1.259, 0.870, 0.970, 0.122, 0.061, 0.095, 0.124, 0.125, 0.067, 0.129, 0.076, 0.039, 0.115, 0.114, 0.125, 0.076, -0.553, -0.372, -0.074, 0.220, -0.270, -0.148, -0.144, -0.141, -0.680, -0.046, -0.140, -0.265, -0.138, -0.266, -0.135, -0.202, -0.037, -0.147, -0.485, -0.174, -0.255, -0.402, -0.258, -0.027, -0.144, -0.439, -0.078, -0.063, 0.117, 0.133, 0.053, 0.123, 0.087, 0.111, 0.106, 0.126, 0.051, 0.115, 0.116, 0.060, 0.069, 0.081, 0.077, 0.070],
  "e_above_lowest_kcal_mol": 20.89,
  "max_force_ha_per_bohr": 0.0503,
  "lumo_ev": [-1.0, -0.9],
  "orbital_gap_ha": [0.237, 0.243],
  "e_homo_ev": [-7.482, -7.460],
  "multiplicity": 1,
  "e_tot_ha": -5393.05772
}

***

[4]
{
  "formula": "C20H19MnN4OS2",
  "method": "ωB97M-V/def2-TZVPD",
  "symbols": ["Mn", "S", "S", "O", "N", "N", "N", "N", "C", "C", "C", "C", "C", "C", "C", "C", "C", "C", "C", "C", "C", "C", "C", "C", "C", "C", "C", "C", "H", "H", "H", "H", "H", "H", "H", "H", "H", "H", "H", "H", "H", "H", "H", "H", "H", "H", "H"],
  "coordinates": [[-0.037666, -0.760311, -1.953681], [1.748759, -1.667618, -2.722017], [-0.418600, 1.770908, 0.078393], [-0.223506, 0.854478, -1.217691], [-1.940519, -1.238420, -1.898514], [0.023919, -2.209315, -0.673058], [1.124931, -2.857592, -0.344366], [3.258855, -3.151767, -1.094379], [-0.472696, 0.535431, 2.451756], [1.448709, -0.480535, 3.480639], [-4.592380, -1.831333, -1.406034], [-3.587780, -2.349301, -0.574272], [-2.275969, -2.041806, -0.847668], [0.102148, -0.147499, 3.518974], [-2.885873, -0.739419, -2.684134], [1.695207, 0.552286, 1.319422], [0.336409, 0.868893, 1.371569], [-1.141458, -2.596931, -0.131635], [1.481428, 3.194472, -1.334818], [0.553559, 4.152737, 0.714112], [-4.240100, -1.029062, -2.465926], [2.205744, 5.353366, -0.558064], [1.358001, 5.266906, 0.539802], [2.091686, -2.603206, -1.289432], [2.269503, 4.326523, -1.487923], [2.244374, -0.136476, 2.382711], [0.648109, 3.136129, -0.227557], [-1.248129, -3.534253, 0.994477], [-0.328251, -4.086758, 1.156367], [-4.985242, -0.612143, -3.130020], [-2.082725, -4.220381, 0.856376], [2.809533, 6.239443, -0.698291], [-5.631254, -2.069569, -1.216429], [1.313800, 6.073172, 1.259376], [2.931158, 4.406942, -2.339649], [-1.455595, -2.943521, 1.898354], [-2.577771, -0.094661, -3.497960], [4.002894, -3.071862, -1.775650], [-0.124847, 4.090851, 1.558352], [1.896744, -0.988988, 4.324420], [3.432154, -3.716269, -0.270999], [3.301573, -0.366992, 2.388202], [-1.517367, 0.825781, 2.478287], [-0.498010, -0.395830, 4.384787], [2.314067, 0.882769, 0.492614], [1.511597, 2.401773, -2.067708], [-3.839128, -2.991054, 0.258900]],
  "atomic_forces_ev_per_a": [[-0.4412, 0.0692, 1.9870], [-0.3001, 0.0266, -0.0587], [-0.1208, 0.0576, 0.2894], [0.4148, -0.8974, -0.7310], [-0.2145, -0.1883, -0.3895], [-0.2355, 0.8411, -0.8529], [1.0591, 0.6757, -1.3654], [0.7307, 0.0133, -0.3019], [-0.0473, -0.1176, 0.0879], [0.0094, 0.0289, -0.0508], [-0.0618, 0.0193, -0.0349], [-0.0715, 0.0171, 0.0251], [-0.0711, 0.0798, -0.0145], [-0.0382, 0.0107, -0.0158], [0.0934, -0.1580, 0.1648], [0.0539, 0.0382, 0.1013], [0.0878, -0.0460, -0.1448], [0.1121, 0.1732, -0.2482], [0.0789, 0.0920, 0.0296], [0.0257, 0.1119, 0.0425], [-0.0825, 0.0192, 0.0040], [-0.0237, 0.0644, 0.0410], [-0.0303, 0.0401, 0.0739], [-1.0428, -0.7531, 1.6803], [0.0031, -0.1018, -0.0879], [-0.0181, 0.0065, 0.0522], [0.0530, -0.0963, -0.1866], [0.0411, 0.0164, -0.0299], [0.0354, 0.0221, -0.0276], [0.0082, 0.0037, -0.0138], [-0.0043, -0.0168, 0.0214], [0.0327, -0.0084, 0.0257], [0.0050, 0.0005, 0.0072], [-0.0144, 0.0025, -0.0204], [-0.0215, 0.0037, -0.0077], [-0.0136, -0.0126, -0.0062], [0.0215, -0.0031, -0.0381], [0.0042, -0.0646, 0.0616], [0.0241, 0.0016, -0.0169], [0.0020, -0.0083, -0.0051], [-0.0483, 0.0410, -0.0114], [-0.0125, -0.0224, 0.0025], [0.0322, 0.0007, -0.0104], [0.0244, 0.0166, -0.0069], [-0.0152, 0.0168, -0.0020], [0.0085, -0.0070, -0.0043], [-0.0319, -0.0085, -0.0141]],
  "lowdin_charge": [0.651, 0.940, 1.227, -0.544, 0.004, -0.102, 0.092, 0.183, -0.067, -0.010, 0.053, 0.089, -0.183, -0.034, -0.004, -0.062, -0.422, -0.119, -0.065, -0.058, 0.050, -0.012, -0.018, -0.678, -0.027, -0.030, -0.407, 0.051, 0.102, 0.147, 0.116, 0.132, 0.149, 0.132, 0.128, 0.135, 0.151, 0.144, 0.128, 0.131, 0.156, 0.127, 0.123, 0.129, 0.125, 0.103, 0.144],
  "max_force_ha_per_bohr": 0.0412,
  "lumo_ev": [-13.5, -13.2],
  "orbital_gap_ha": [0.148, 0.161],
  "e_homo_ev": [-17.504, -17.522],
  "multiplicity": 2,
  "e_tot_ha": -3014.04150,
  "total_charge": 3
}